[1]
DFT (ωB97M-V with the def2-TZVPD basis set) results for a structure of composition C28H41BIrN2O3S2Si3.

Calculated values
- ΔE to the lowest compared entry with this formula, charge and spin: 0.0 kcal per mole
- E_HOMO (alpha / beta): -8.026 / -8.283 eV
- Gap between HOMO and LUMO (alpha / beta): 7.84 / 5.83 eV
- ⟨S²⟩: 0.761
- Largest force on an atom: 0.488 eV/A
- Total energy: -3221.08815 a.u.
- LUMO (alpha / beta): -0.19 / -2.46 eV

ORCA input file:
```
! wB97M-V def2-TZVPD RIJCOSX def2/J DEFGRID3
* xyz 0 2
Ir -0.057 1.419 -0.286
S 2.142 1.748 -0.655
C 2.162 2.568 -2.188
C 3.365 3.095 -2.675
C 3.414 3.734 -3.896
C 4.662 4.271 -4.361
N 5.671 4.691 -4.715
C 2.241 3.860 -4.672
C 1.053 3.344 -4.194
C 1.003 2.701 -2.955
S -0.505 2.038 -2.390
C 2.269 4.515 -5.949
N 2.290 5.042 -6.969
H 4.267 3.003 -2.084
H 0.154 3.440 -4.789
C -3.290 0.846 -0.502
O -2.135 1.161 0.273
Si -2.026 2.004 1.748
C -2.810 3.664 1.402
C -3.083 1.186 3.051
C -0.173 1.852 1.795
Si 0.489 0.356 2.760
C -0.481 -1.233 2.476
C 0.414 0.751 4.599
C 2.256 -0.140 2.374
Si 0.720 3.463 2.246
C 2.533 3.279 2.694
C 0.621 4.681 0.812
C -0.043 4.263 3.772
H -4.144 0.712 0.162
H -3.095 -0.076 -1.042
H -3.500 1.656 -1.203
H -3.884 3.509 1.258
H -2.417 4.140 0.505
H -2.703 4.360 2.233
H -4.141 1.372 2.846
H -2.872 1.640 4.023
H -2.934 0.114 3.141
H -1.559 -1.174 2.608
H -0.107 -1.950 3.214
H -0.287 -1.679 1.498
H -0.571 1.086 4.927
H 1.143 1.517 4.867
H 0.666 -0.150 5.165
H 2.495 -0.156 1.309
H 2.381 -1.164 2.740
H 2.989 0.483 2.883
H 3.112 2.712 1.968
H 2.663 2.830 3.681
H 2.954 4.288 2.739
H 1.398 4.457 0.078
H 0.801 5.696 1.177
H -0.337 4.682 0.291
H 0.071 3.632 4.654
H -1.099 4.516 3.677
H 0.491 5.197 3.970
C -2.663 -6.180 -1.955
C -1.142 -6.304 -1.862
C -0.809 -7.306 -0.749
C -0.622 -6.840 -3.204
C -0.473 -4.962 -1.560
C 0.922 -4.908 -1.439
C 1.614 -3.732 -1.175
C 0.857 -2.591 -1.033
O 1.264 -1.301 -0.782
B 0.099 -0.551 -0.721
O -1.017 -1.355 -0.962
C -0.519 -2.626 -1.145
C -1.212 -3.787 -1.405
H -3.093 -7.159 -2.173
H -2.965 -5.500 -2.753
H -3.098 -5.830 -1.016
H -1.285 -8.267 -0.954
H -1.167 -6.945 0.217
H 0.265 -7.475 -0.667
H -1.097 -7.796 -3.434
H 0.456 -6.998 -3.184
H -0.845 -6.141 -4.012
H 1.494 -5.819 -1.557
H 2.691 -3.710 -1.085
H -2.289 -3.768 -1.482
*
```

[2]
DFT (ωB97M-V with the def2-TZVPD basis set) results for an isolated molecule of C3H6N10 in a non-equilibrium geometry.

Calculated values
- ΔE to the lowest compared entry with this formula, charge and spin: 83.2 kcal per mole
- E_HOMO (alpha / beta): -9.445 / -9.287 eV
- Gap between HOMO and LUMO (alpha / beta): 7.34 / 7.30 eV
- Largest force on an atom: 5.352 eV/A
- SMILES string: NC1(N)N=NN=N[C@H]1c1nnn[nH]1
- Total energy: -665.25860 a.u.
- LUMO (alpha / beta): -2.10 / -1.99 eV

ORCA input file:
```
! wB97M-V def2-TZVPD RIJCOSX def2/J DEFGRID3
* xyz 0 1
N 0.579 -1.430 0.883
C 0.841 -0.249 0.180
N 0.328 -0.208 -1.164
N 2.197 0.176 0.289
N 2.375 1.406 -0.027
N 1.597 2.386 -0.059
N 0.496 2.235 0.765
C 0.016 0.986 0.957
C -1.364 0.823 0.454
N -2.211 -0.149 0.836
N -3.366 0.111 0.215
N -3.216 1.082 -0.594
N -1.998 1.628 -0.380
H 1.106 -1.580 1.697
H 0.502 -2.311 0.459
H 0.144 -1.105 -1.492
H 0.950 0.225 -1.905
H 0.139 0.769 2.073
H -1.610 2.328 -1.021
*
```

[3]
DFT (ωB97M-V with the def2-TZVPD basis set) results for an isolated molecule of C4H5NO2 in a non-equilibrium geometry.

Calculated values
- ΔE to the lowest compared entry with this formula, charge and spin: 62.4 kcal per mole
- E_HOMO: -10.064 eV
- Gap between HOMO and LUMO: 11.02 eV
- Largest force on an atom: 1.795 eV/A
- SMILES string: OCc1ccon1
- Total energy: -360.56994 a.u.
- LUMO: 0.95 eV

ORCA input file:
```
! wB97M-V def2-TZVPD RIJCOSX def2/J DEFGRID3
* xyz 0 1
O -2.348 0.828 0.034
C -1.565 -0.343 0.064
C -0.071 -0.079 -0.059
C 1.103 -0.691 0.511
C 2.083 0.169 0.170
O 1.632 1.139 -0.617
N 0.268 0.981 -0.743
H -2.074 1.365 -0.722
H -1.790 -0.818 1.024
H -1.862 -1.039 -0.732
H 1.510 -1.681 0.576
H 3.113 0.171 0.494
*
```

[4]
DFT (ωB97M-V with the def2-TZVPD basis set) results for a structure of composition C25H46O3P2ReS in a non-equilibrium geometry.

Calculated values
- ΔE to the lowest compared entry with this formula, charge and spin: 87.3 kcal per mole
- E_HOMO (alpha / beta): -13.007 / -13.494 eV
- Gap between HOMO and LUMO (alpha / beta): 5.78 / 4.19 eV
- ⟨S²⟩: 3.767
- Largest force on an atom: 7.093 eV/A
- Total energy: -2364.25362 a.u.
- LUMO (alpha / beta): -7.23 / -9.30 eV

ORCA input file:
```
! wB97M-V def2-TZVPD RIJCOSX def2/J DEFGRID3
* xyz 2 4
Re 0.204 -0.045 1.583
C -2.163 1.990 0.689
C -2.352 0.632 0.391
C -1.373 0.764 2.551
C -1.573 2.110 1.950
C -1.816 -0.203 1.498
C -2.647 3.150 -0.130
H -2.908 2.835 -1.140
H -1.899 3.944 -0.224
H -3.547 3.613 0.298
C -1.530 3.342 2.788
H -1.628 4.243 2.152
H -0.588 3.406 3.366
H -2.375 3.341 3.509
C -1.544 0.523 4.016
H -2.339 1.171 4.398
H -0.610 0.781 4.531
H -1.795 -0.524 4.216
C -2.361 -1.533 1.886
H -2.953 -1.459 2.799
H -1.542 -2.206 2.132
H -2.930 -1.991 1.080
C -3.162 0.174 -0.761
H -4.186 0.606 -0.787
H -3.252 -0.918 -0.741
H -2.671 0.473 -1.700
C -0.282 1.709 -3.351
C -1.540 1.929 -3.744
C -2.310 1.144 -4.769
C -2.106 -0.404 -4.764
C -1.878 -1.056 -3.450
C -0.680 -1.571 -3.096
C 0.530 -0.705 -2.961
C 0.593 0.588 -3.848
H -2.048 1.471 -5.784
H -1.237 -0.620 -5.415
H -3.369 1.374 -4.624
H 0.370 0.278 -4.881
H 0.225 2.377 -2.658
H -1.994 2.873 -3.442
H 1.648 0.926 -3.828
H 0.653 -0.377 -1.899
H -0.592 -2.535 -2.601
H 1.408 -1.328 -3.189
H -3.026 -0.839 -5.223
H -2.779 -1.264 -2.856
P 2.712 -0.976 -0.484
P 0.795 -2.010 2.051
C 2.946 -2.604 0.381
C 2.648 -2.348 1.837
H 3.966 -2.972 0.226
H 2.241 -3.297 -0.096
H 2.920 -3.197 2.467
H 3.174 -1.464 2.224
C 0.764 -2.661 3.779
H -0.263 -2.873 4.095
H 1.222 -1.914 4.444
H 1.362 -3.586 3.794
C 0.160 -3.568 1.230
H 0.807 -4.412 1.490
H 0.109 -3.473 0.138
H -0.850 -3.819 1.575
C 4.368 -0.296 0.097
H 4.245 0.656 0.628
H 5.010 -0.124 -0.779
H 4.857 -1.016 0.770
C 3.511 -1.652 -2.052
H 3.014 -2.584 -2.361
H 4.575 -1.865 -1.880
H 3.437 -0.914 -2.860
C 1.779 3.495 1.725
S 2.318 1.829 2.196
O 3.755 1.685 2.302
O 1.481 1.311 3.314
O 1.771 1.110 0.881
H 2.651 3.888 1.171
H 1.583 4.040 2.665
H 0.889 3.418 1.066
*
```

[5]
DFT (ωB97M-V with the def2-TZVPD basis set) results for a cluster of 2 separate species, C19H29BN3O4 in total.

Calculated values
- E_HOMO: -9.747 eV
- Gap between HOMO and LUMO: 5.16 eV
- Largest force on an atom: 0.951 eV/A
- Total energy: -1231.31997 a.u.
- LUMO: -4.59 eV

ORCA input file:
```
! wB97M-V def2-TZVPD RIJCOSX def2/J DEFGRID3
* xyz 1 1
C 6.914 -3.020 -1.473
C 5.509 -3.580 -1.514
O 4.745 -3.181 -2.681
B 4.771 -1.915 -3.128
O 5.596 -1.400 -4.059
N 3.733 -0.895 -2.615
C 3.721 -0.454 -1.346
C 2.798 0.462 -0.928
C 1.859 0.940 -1.835
C 0.853 1.974 -1.397
O 0.956 3.105 -1.759
O -0.094 1.571 -0.526
C -0.531 0.247 -0.625
C -1.338 -0.122 -1.686
C -1.758 -1.440 -1.773
N -1.432 -2.375 -0.877
C -0.658 -1.987 0.132
C -0.192 -0.691 0.325
C 1.885 0.487 -3.145
C 2.837 -0.432 -3.502
H 7.508 -3.653 -0.817
H 6.957 -2.020 -1.043
H 7.389 -3.031 -2.449
H 4.955 -3.335 -0.608
H 5.549 -4.664 -1.551
H 5.878 -2.057 -4.708
H 4.465 -0.842 -0.668
H 2.805 0.822 0.089
H -1.626 0.621 -2.417
H -2.381 -1.740 -2.604
H -0.393 -2.743 0.858
H 0.409 -0.464 1.192
H 1.191 0.848 -3.887
H 2.899 -0.799 -4.514
C -4.465 -0.793 2.653
C -4.658 0.624 3.172
N -3.422 1.387 3.219
C -3.534 2.629 3.965
C -4.465 3.720 3.421
C -2.691 1.458 1.972
C -3.408 2.047 0.747
H -3.705 -1.317 3.234
H -5.400 -1.346 2.739
H -4.174 -0.813 1.602
H -5.045 0.569 4.192
H -5.439 1.117 2.572
H -2.530 3.044 4.086
H -3.865 2.368 4.974
H -4.041 4.228 2.556
H -4.623 4.478 4.190
H -5.443 3.326 3.147
H -2.370 0.445 1.712
H -1.762 2.012 2.137
H -4.430 1.683 0.637
H -2.871 1.763 -0.161
H -3.437 3.135 0.773
*
```

[6]
DFT (ωB97M-V with the def2-TZVPD basis set) results for an isolated molecule of C7H11Cl in a non-equilibrium geometry.

Calculated values
- ΔE to the lowest compared entry with this formula, charge and spin: 19.3 kcal per mole
- E_HOMO: -9.020 eV
- Gap between HOMO and LUMO: 9.82 eV
- Largest force on an atom: 2.368 eV/A
- SMILES string: C=C/C(=C\CC)CCl
- Total energy: -733.46483 a.u.
- LUMO: 0.80 eV

ORCA input file:
```
! wB97M-V def2-TZVPD RIJCOSX def2/J DEFGRID3
* xyz 0 1
C 0.615 2.590 -0.143
C -0.254 1.612 -0.285
C -0.156 0.294 0.326
C 0.951 -0.448 0.603
C 2.370 -0.216 0.108
C 3.070 -1.458 -0.487
C -1.455 -0.282 0.878
Cl -2.611 -0.803 -0.434
H 1.605 2.524 0.373
H 0.481 3.559 -0.664
H -1.194 1.784 -0.803
H 0.846 -1.384 1.142
H 2.357 0.547 -0.656
H 3.014 0.156 0.952
H 2.502 -1.809 -1.381
H 4.133 -1.334 -0.733
H 3.031 -2.310 0.167
H -1.992 0.536 1.465
H -1.228 -1.163 1.515
*
```

[7]
DFT (ωB97M-V with the def2-TZVPD basis set) results for an isolated molecule of C22H26N2O5S in a non-equilibrium geometry.

Calculated values
- ΔE to the lowest compared entry with this formula, charge and spin: 540.6 kcal per mole
- E_HOMO: -8.310 eV
- Gap between HOMO and LUMO: 8.40 eV
- Largest force on an atom: 19.935 eV/A
- SMILES string: COc1ccc(C(=O)NC[C@@H]2CCCO2)cc1S(=O)(=O)N1CCCc2ccccc21
- Total energy: -1737.03520 a.u.
- LUMO: 0.09 eV

ORCA input file:
```
! wB97M-V def2-TZVPD RIJCOSX def2/J DEFGRID3
* xyz 0 1
C -1.943 -2.354 5.646
O -2.107 -1.438 4.368
C -1.111 -1.828 3.361
C -0.280 -3.281 3.265
C 0.314 -3.349 2.211
C 0.345 -2.543 1.015
C 1.273 -2.883 -0.059
O 1.311 -3.970 -0.556
N 1.889 -1.632 -0.677
C 2.414 -1.661 -1.985
C 1.303 -1.184 -3.099
C 2.205 -1.008 -4.440
C 1.931 0.504 -4.715
C 1.555 1.055 -3.283
O 1.022 0.203 -2.610
C -0.471 -1.400 1.089
C -0.999 -0.876 2.294
S -2.151 0.558 2.412
O -3.492 0.172 2.405
O -1.501 1.036 3.586
N -1.938 1.173 0.940
C -2.906 1.233 0.098
C -2.925 2.521 -0.798
C -1.626 3.068 -1.380
C -0.407 2.766 -0.485
C 1.044 3.340 -0.686
C 1.923 3.222 0.289
C 1.904 2.249 1.208
C 0.559 1.673 1.545
C -0.360 1.953 0.847
H -2.496 -3.368 5.449
H -2.705 -1.967 6.375
H -1.068 -2.499 6.063
H -0.398 -3.922 3.983
H 0.768 -4.162 2.084
H 1.466 -0.638 -0.294
H 3.214 -1.290 -1.926
H 2.709 -2.782 -2.205
H 0.373 -1.824 -3.124
H 1.632 -1.749 -5.119
H 3.055 -1.326 -4.376
H 2.423 0.692 -5.429
H 0.840 0.649 -5.235
H 0.915 2.172 -3.323
H 2.594 1.141 -2.892
H -0.419 -0.704 0.364
H -2.573 0.567 -0.707
H -3.809 1.013 0.583
H -3.817 2.458 -1.417
H -3.032 3.294 0.017
H -1.646 3.889 -1.697
H -1.520 2.216 -2.231
H 0.705 3.815 -1.431
H 2.817 3.688 0.019
H 2.585 2.240 2.083
H 0.612 1.076 2.577
*
```

[8]
DFT (ωB97M-V with the def2-TZVPD basis set) results for an isolated molecule of C6H12O.

Calculated values
- ΔE to the lowest compared entry with this formula, charge and spin: 36.0 kcal per mole
- E_HOMO: -9.865 eV
- Gap between HOMO and LUMO: 10.91 eV
- Largest force on an atom: 0.626 eV/A
- SMILES string: CC(C)[C@H]1C[C@H]1O
- Total energy: -311.00187 a.u.
- LUMO: 1.05 eV

ORCA input file:
```
! wB97M-V def2-TZVPD RIJCOSX def2/J DEFGRID3
* xyz 0 1
C -1.579 0.475 1.323
C -0.218 0.160 0.678
C 0.746 1.335 0.812
C -0.377 -0.306 -0.777
C 0.637 -0.198 -1.898
C 0.474 -1.498 -1.191
O 1.481 -1.830 -0.280
H -2.358 -0.160 0.881
H -1.594 0.278 2.409
H -1.850 1.527 1.146
H 0.172 -0.686 1.282
H 0.923 1.570 1.867
H 0.302 2.203 0.304
H 1.720 1.146 0.344
H -1.400 -0.256 -1.153
H 0.204 -0.091 -2.893
H 1.594 0.288 -1.744
H 0.027 -2.360 -1.681
H 1.096 -1.598 0.571
*
```